w | The following is a DFT calculation (ωB97M-V/def2-TZVPD) of a cluster of 2 separate species, CH2O2S in total.

For the molecular weight, the calculation gives 78.092 g/mol. The HOMO energy (spin up / spin down) is -11.1 / -11.1 eV. The LUMO energy (spin up / spin down) comes out at -2.845 / -2.845 eV. The calculation puts the gap between HOMO and LUMO (spin up / spin down) at 0.3019 / 0.3019 Ha.

Each atom is followed by the atoms it is bonded to, with distances in Å.
CARTESIAN COORDINATES (ANGSTROEM)
1 C -0.6683 -0.6885 0.1375  S4 1.723, H6 1.142
2 O -1.2860 -2.2788 -1.9679  S4 1.456
3 O 0.8879 -2.5991 -1.0248  S4 1.390
4 S -0.2121 -1.7570 -1.1350  C1 1.723, O2 1.456, O3 1.390
5 H 0.6191 0.0393 -1.6808  no bonds
6 H -1.6975 -0.5122 -0.3244  C1 1.142


x | The following is a DFT calculation (ωB97M-V/def2-TZVPD) of an isolated molecule of CH2O2S.

For the molecular weight, the calculation gives 78.092 g/mol. Its SMILES is OC(O)=S. The HOMO energy is -9.1 eV. The LUMO energy comes out at 0.385 eV. The calculation puts the gap between HOMO and LUMO at 0.3499 Ha.

Each atom is followed by the atoms it is bonded to, with distances in Å.
CARTESIAN COORDINATES (ANGSTROEM)
1 O -0.9479 -0.8334 0.0006  C2 1.285, H5 0.969
2 C 0.0223 -0.0065 -0.1565  O1 1.285, O3 1.253, S4 1.609
3 O -0.3800 1.1743 -0.0388  C2 1.253, H6 0.960
4 S 1.6157 -0.1916 -0.0277  C2 1.609
5 H -0.7367 -1.7793 0.0198  O1 0.969
6 H 0.4265 1.6365 0.2026  O3 0.960


y | The following is a DFT calculation (ωB97M-V/def2-TZVPD) of an isolated molecule of CH2O2S.

For the molecular weight, the calculation gives 78.092 g/mol. Its SMILES is O=C(O)S. The HOMO energy is -10.4 eV. The LUMO energy comes out at 0.485 eV. The calculation puts the gap between HOMO and LUMO at 0.3995 Ha.

Each atom is followed by the atoms it is bonded to, with distances in Å.
CARTESIAN COORDINATES (ANGSTROEM)
1 O 0.8742 -1.4790 0.0003  C2 1.233
2 C 0.1683 -0.4687 0.0183  O1 1.233, O3 1.341, S4 1.768
3 O 0.6440 0.7850 -0.0090  C2 1.341, H5 0.983
4 S -1.5986 -0.4466 -0.0303  C2 1.768, H6 1.344
5 H 1.6119 0.7347 -0.1752  O3 0.983
6 H -1.6998 0.8746 0.1959  S4 1.344


z | The following is a DFT calculation (ωB97M-V/def2-TZVPD) of an isolated molecule of CH2O2S.

For the molecular weight, the calculation gives 78.092 g/mol. Its SMILES is O=CSO. The HOMO energy is -8.8 eV. The LUMO energy comes out at 0.240 eV. The calculation puts the gap between HOMO and LUMO at 0.3341 Ha.

Each atom is followed by the atoms it is bonded to, with distances in Å.
CARTESIAN COORDINATES (ANGSTROEM)
1 O 0.2598 -0.5232 2.1389  C2 1.168
2 C 0.2914 -0.6116 0.9743  O1 1.168, S3 2.251, H5 1.097
3 S -1.2667 0.5554 -0.1550  C2 2.251, O4 1.597
4 O -0.5407 0.5461 -1.5777  S3 1.597, H6 0.997
5 H 0.9645 -1.0599 0.2332  C2 1.097
6 H 0.2917 1.0932 -1.6136  O4 0.997


Of them, y has the highest stability.


w | The following is a DFT calculation (ωB97M-V/def2-TZVPD) of an isolated molecule of CH6N4OS.

For the molecular weight, the calculation gives 122.153 g/mol. Its SMILES is N/N=C(/NO)NS. The HOMO energy is -8.6 eV. The LUMO energy comes out at 0.617 eV. The calculation puts the gap between HOMO and LUMO at 0.3382 Ha.

Each atom is followed by the atoms it is bonded to, with distances in Å.
CARTESIAN COORDINATES (ANGSTROEM)
1 N -1.5048 -0.4056 1.3352  N2 1.375, H8 1.007, H9 1.002
2 N -0.5705 -1.0782 0.5834  N1 1.375, C3 1.287
3 C 0.1282 -0.3496 -0.2142  N2 1.287, N4 1.422, N6 1.404
4 N 0.9835 -1.0052 -1.1414  C3 1.422, O5 1.419, H10 1.010
5 O 2.3012 -0.4932 -1.0199  N4 1.419, H11 0.978
6 N 0.0898 1.0514 -0.2897  C3 1.404, S7 1.728, H12 0.986
7 S -1.2394 1.7194 -1.1689  N6 1.728, H13 1.369
8 H -1.6909 -0.9782 2.1430  N1 1.007
9 H -1.1656 0.4878 1.6366  N1 1.002
10 H 0.9913 -1.9985 -0.9577  N4 1.010
11 H 2.6116 -0.7037 -0.1167  O5 0.978
12 H 0.9409 1.3947 -0.6513  N6 0.986
13 H -1.8752 2.3589 -0.1384  S7 1.369


x | The following is a DFT calculation (ωB97M-V/def2-TZVPD) of an isolated molecule of CH6N4OS.

For the molecular weight, the calculation gives 122.153 g/mol. Its SMILES is NN/C(=N/O)NS. The HOMO energy is -8.6 eV. The LUMO energy comes out at 0.468 eV. The calculation puts the gap between HOMO and LUMO at 0.3328 Ha.

Each atom is followed by the atoms it is bonded to, with distances in Å.
CARTESIAN COORDINATES (ANGSTROEM)
1 N -0.8551 0.8175 2.0442  N2 1.387, H8 1.002, H9 0.992
2 N 0.1736 0.3752 1.2253  N1 1.387, C3 1.367, H10 0.986
3 C -0.1423 -0.1570 0.0059  N2 1.367, N4 1.308, N6 1.478
4 N -1.3851 -0.3404 -0.3565  C3 1.308, O5 1.372
5 O -1.5567 -1.2181 -1.3975  N4 1.372, H11 1.059
6 N 0.9346 -0.6519 -0.8776  C3 1.478, S7 1.697, H12 1.063
7 S 1.5746 0.3336 -2.1017  N6 1.697, H13 1.384
8 H -1.3682 0.0307 2.3923  N1 1.002
9 H -1.5510 1.2510 1.4855  N1 0.992
10 H 0.9800 0.9311 1.3409  N2 0.986
11 H -0.6204 -1.3661 -1.8705  O5 1.059
12 H 1.5642 -1.3721 -0.4139  N6 1.063
13 H 2.2517 1.3665 -1.4765  S7 1.384


y | The following is a DFT calculation (ωB97M-V/def2-TZVPD) of an isolated molecule of CH6N4OS.

For the molecular weight, the calculation gives 122.153 g/mol. Its SMILES is NN/C(=N/S)NO. The HOMO energy is -8.1 eV. The LUMO energy comes out at 0.464 eV. The calculation puts the gap between HOMO and LUMO at 0.3164 Ha.

Each atom is followed by the atoms it is bonded to, with distances in Å.
CARTESIAN COORDINATES (ANGSTROEM)
1 N -1.0921 -0.9865 1.4949  N2 1.483, H8 1.107, H9 1.074
2 N -1.1622 0.0864 0.4732  N1 1.483, C3 1.388, H10 1.039
3 C -0.1221 0.2452 -0.4315  N2 1.388, N4 1.308, N6 1.392
4 N -0.2695 1.0740 -1.4329  C3 1.308, S5 1.838
5 S 1.3682 1.6031 -2.0768  N4 1.838, H11 1.422
6 N 0.8844 -0.5124 0.1597  C3 1.392, O7 1.463, H12 1.199
7 O 1.4801 -1.4254 -0.8158  N6 1.463, H13 0.839
8 H -2.1053 -1.4325 1.5192  N1 1.107
9 H -0.9972 -0.4032 2.3914  N1 1.074
10 H -1.8097 0.8983 0.5108  N2 1.039
11 H 1.0875 2.9972 -2.0901  S5 1.422
12 H 0.4759 -1.0187 1.1666  N6 1.199
13 H 2.2619 -1.1255 -0.8687  O7 0.839


Of them, w has the highest stability.


w | The following is a DFT calculation (ωB97M-V/def2-TZVPD) of a cluster of 2 separate species, C11H12NO2 in total.

For the molecular weight, the calculation gives 190.222 g/mol. Its net charge is -1. The HOMO energy is -4.3 eV. The LUMO energy comes out at 3.269 eV. The calculation puts the gap between HOMO and LUMO at 0.2788 Ha.

Each atom is followed by the atoms it is bonded to, with distances in Å.
CARTESIAN COORDINATES (ANGSTROEM)
1 C -2.2088 -0.7124 -4.1428  C2 1.517, H5 1.105, H6 1.108, H7 1.118
2 C -1.4634 0.0510 -3.0647  C1 1.517, O3 1.258, O4 1.258
3 O -0.3658 -0.3420 -2.5917  C2 1.258
4 O -2.1212 1.0642 -2.7122  C2 1.258
5 H -3.2722 -0.4483 -3.9958  C1 1.105
6 H -2.3147 -1.8002 -3.9620  C1 1.108
7 H -1.8335 -0.4781 -5.1695  C1 1.118
8 C 2.1999 -2.3167 2.3717  C10 1.517, H20 1.120, H21 1.089, H26 1.000
9 C 2.2039 -1.0090 0.1316  C10 1.375, N17 1.443, H18 1.125
10 C 1.8459 -1.1649 1.4499  C8 1.517, C9 1.375, C12 1.439
11 C 0.5180 0.5741 0.5865  C12 1.466, C13 1.442, N17 1.416
12 C 0.8489 -0.1863 1.7953  C10 1.439, C11 1.466, C14 1.428
13 C -0.5382 1.5539 0.5271  C11 1.442, C15 1.332, H22 1.133
14 C 0.1806 0.2037 2.9960  C12 1.428, C16 1.382, H23 1.064
15 C -1.0466 1.8956 1.7103  C13 1.332, C16 1.324, H24 1.139
16 C -0.7527 1.2038 2.7998  C14 1.382, C15 1.324, H25 1.154
17 N 1.2988 -0.0334 -0.4264  C9 1.443, C11 1.416, H19 0.949
18 H 3.0943 -1.4649 -0.3832  C9 1.125
19 H 1.0579 -0.1148 -1.3407  N17 0.949
20 H 1.5302 -2.1838 3.2592  C8 1.120
21 H 3.0613 -2.5456 2.9971  C8 1.089
22 H -0.8394 2.1154 -0.4095  C13 1.133
23 H 0.5197 -0.1940 3.9232  C14 1.064
24 H -1.7687 2.7705 1.8155  C15 1.139
25 H -1.1836 1.4081 3.8506  C16 1.154
26 H 2.0297 -3.1635 1.8669  C8 1.000


x | The following is a DFT calculation (ωB97M-V/def2-TZVPD) of a cluster of 2 separate species, C11H12NO2 in total.

For the molecular weight, the calculation gives 190.222 g/mol. Its net charge is -1. The HOMO energy is -4.6 eV. The LUMO energy comes out at 3.408 eV. The calculation puts the gap between HOMO and LUMO at 0.2927 Ha.

Each atom is followed by the atoms it is bonded to, with distances in Å.
CARTESIAN COORDINATES (ANGSTROEM)
1 C -0.4160 -3.2407 -2.0096  C4 1.493, H14 1.103, H15 1.088, H19 1.089
2 C -1.0418 -1.2040 -0.5841  C4 1.366, N10 1.387, H12 1.084
3 C 0.9393 -0.4620 -0.0185  C5 1.386, C6 1.439, N10 1.375
4 C -0.1676 -1.9281 -1.3437  C1 1.493, C2 1.366, C5 1.426
5 C 1.1253 -1.4813 -0.9395  C3 1.386, C4 1.426, C8 1.419
6 C 1.9890 0.4478 0.3573  C3 1.439, C7 1.349, H13 1.081
7 C 3.2005 0.0892 -0.1157  C6 1.349, C9 1.429, H16 1.088
8 C 2.4348 -1.9777 -1.1658  C5 1.419, C9 1.378, H17 1.085
9 C 3.4628 -1.1290 -0.8149  C7 1.429, C8 1.378, H18 1.085
10 N -0.3983 -0.3169 0.2662  C2 1.387, C3 1.375, H11 1.072
11 H -0.8035 0.5470 0.7548  N10 1.072
12 H -2.1226 -1.1257 -0.6113  C2 1.084
13 H 1.7478 1.2946 0.9845  C6 1.081
14 H 0.3522 -3.5100 -2.7535  C1 1.103
15 H -1.3557 -3.1611 -2.5521  C1 1.088
16 H 4.0673 0.7445 -0.1757  C7 1.088
17 H 2.5754 -2.9807 -1.5555  C8 1.085
18 H 4.4795 -1.3880 -1.0905  C9 1.085
19 H -0.3785 -4.0899 -1.3285  C1 1.089
20 C -2.8535 3.0124 2.6556  C21 1.514, H24 1.094, H25 1.102, H26 1.095
21 C -2.3494 2.5347 1.3103  C20 1.514, O22 1.277, O23 1.234
22 O -1.3099 1.7951 1.3717  C21 1.277
23 O -2.9272 2.9345 0.2965  C21 1.234
24 H -2.1925 2.9083 3.5211  C20 1.094
25 H -3.8574 2.6392 2.9166  C20 1.102
26 H -3.0810 4.0832 2.6366  C20 1.095


y | The following is a DFT calculation (ωB97M-V/def2-TZVPD) of a cluster of 2 separate species, C11H12NO2 in total.

For the molecular weight, the calculation gives 190.222 g/mol. Its net charge is -1. The HOMO energy is -4.3 eV. The LUMO energy comes out at 3.378 eV. The calculation puts the gap between HOMO and LUMO at 0.2839 Ha.

Each atom is followed by the atoms it is bonded to, with distances in Å.
CARTESIAN COORDINATES (ANGSTROEM)
1 C -1.7492 -0.8877 -2.7554  C4 1.449, H14 1.143, H15 1.071, H19 1.183
2 C -0.9058 -0.8876 -0.3247  C4 1.473, N10 1.370, H12 1.053
3 C 0.9424 0.3393 -0.6597  C5 1.426, C6 1.447, N10 1.403
4 C -0.9302 -0.3411 -1.6920  C1 1.449, C2 1.473, C5 1.399
5 C 0.2234 0.4258 -1.8877  C3 1.426, C4 1.399, C8 1.322
6 C 2.0191 1.2981 -0.5332  C3 1.447, C7 1.402, H13 1.102
7 C 2.5328 1.9265 -1.6762  C6 1.402, C9 1.393, H16 1.088
8 C 0.7253 0.9946 -2.9708  C5 1.322, C9 1.413, H17 1.043
9 C 1.8353 1.8642 -2.8809  C7 1.393, C8 1.413, H18 1.088
10 N 0.1815 -0.3397 0.3031  C2 1.370, C3 1.403, H11 1.051
11 H 0.5345 -0.8201 1.1689  N10 1.051
12 H -1.6322 -1.5451 0.0624  C2 1.053
13 H 2.4214 1.4279 0.4848  C6 1.102
14 H -2.4285 -0.2364 -3.4044  C1 1.143
15 H -2.4357 -1.6321 -2.4055  C1 1.071
16 H 3.4535 2.4662 -1.4626  C7 1.088
17 H 0.3663 0.8312 -3.9364  C8 1.043
18 H 2.2580 2.4078 -3.7230  C9 1.088
19 H -1.0673 -1.4527 -3.5400  C1 1.183
20 C -0.4237 -0.0770 4.4397  C21 1.610, H24 1.147, H25 1.079, H26 1.096
21 C -1.0758 -1.0134 3.3034  C20 1.610, O22 1.242, O23 1.191
22 O -0.3483 -1.5447 2.4486  C21 1.242
23 O -2.2581 -1.1428 3.3652  C21 1.191
24 H -1.1870 0.6608 4.8751  C20 1.147
25 H 0.0961 0.7572 3.9940  C20 1.079
26 H 0.0400 -0.8365 5.0799  C20 1.096


Of them, x has the highest stability.